No. 1
A molecular structure, C46H58GeN4O2RbS. Source: the Open Molecules 2025 dataset; level of theory: ωB97M-V/def2-TZVPD.

The calculation puts the LUMO energy at 1.775 eV. The frontier orbital gap is 5.5 eV. As for the calculated total energy: -4656.45544 Eh. The maximum force comes out at 0.8 eV/Å. As for the energy above the lowest of the compared OMol25 structures with the same formula, charge and spin: 0.8565 eV.

ORCA input file:
```
! wB97M-V def2-TZVPD RIJCOSX def2/J DEFGRID3
* xyz -1 1
Rb -1.061 -1.209 -1.142
C -3.571 -2.491 0.641
C -3.618 -3.371 -0.471
C -2.396 -4.129 -0.444
C -1.661 -3.668 0.676
C -2.379 -2.671 1.351
C -2.016 -1.999 2.660
C -2.860 -2.608 3.791
C -2.291 -0.492 2.599
C -0.536 -2.203 2.993
C -1.864 -5.300 -1.278
C -1.513 -4.915 -2.726
C -2.820 -6.504 -1.244
C -0.547 -5.819 -0.679
C -4.921 -3.427 -1.283
C -4.802 -3.806 -2.762
C -5.904 -4.403 -0.610
C -5.590 -2.041 -1.280
H -4.368 -1.825 0.942
H -0.699 -4.045 0.988
H -3.923 -2.452 3.599
H -2.612 -2.155 4.756
H -2.689 -3.684 3.855
H -3.330 -0.297 2.328
H -1.642 -0.006 1.868
H -2.104 -0.028 3.573
H -0.298 -3.264 3.092
H -0.289 -1.711 3.938
H 0.095 -1.778 2.210
H -2.364 -4.564 -3.294
H -1.086 -5.772 -3.256
H -0.759 -4.122 -2.728
H -3.807 -6.275 -1.627
H -2.944 -6.839 -0.212
H -2.415 -7.337 -1.829
H 0.229 -5.053 -0.695
H -0.192 -6.669 -1.267
H -0.682 -6.148 0.352
H -4.442 -4.814 -2.922
H -4.127 -3.127 -3.285
H -5.787 -3.734 -3.235
H -5.516 -5.421 -0.618
H -6.875 -4.400 -1.117
H -6.053 -4.116 0.432
H -4.898 -1.272 -1.630
H -5.923 -1.754 -0.284
H -6.468 -2.046 -1.933
C -0.082 3.133 -4.026
C -0.571 1.729 -3.812
N 0.163 0.776 -3.378
N 1.437 1.063 -3.009
C 2.307 0.046 -2.735
N 3.430 0.471 -2.094
S 2.086 -1.522 -3.199
C -1.998 1.380 -4.070
C -2.940 2.363 -4.370
C -4.264 1.993 -4.555
C -4.608 0.660 -4.437
C -3.603 -0.247 -4.125
N -2.336 0.091 -3.941
H 0.953 3.120 -4.373
H -0.119 3.716 -3.102
H -0.671 3.651 -4.779
H 1.685 2.006 -2.727
H 3.354 1.266 -1.474
H 4.029 -0.274 -1.779
H -2.659 3.402 -4.435
H -5.012 2.742 -4.778
H -5.627 0.322 -4.560
H -3.837 -1.297 -4.003
O 1.430 1.895 1.426
C 1.346 0.732 0.952
O 0.365 0.248 0.357
C 2.568 -0.154 1.210
C 3.835 0.662 1.409
Ge 3.531 2.590 1.718
C 3.091 3.717 0.166
C 3.901 3.752 -0.966
C 3.547 4.488 -2.092
C 2.375 5.227 -2.089
C 1.559 5.213 -0.963
C 1.909 4.456 0.145
C 5.429 3.151 2.134
C 6.147 4.149 1.480
C 7.448 4.475 1.846
C 8.066 3.804 2.889
C 7.367 2.816 3.570
C 6.070 2.503 3.193
C 2.674 3.168 3.384
C 3.013 4.403 3.932
C 2.450 4.838 5.124
C 1.551 4.027 5.801
C 1.211 2.790 5.273
C 1.759 2.372 4.069
H 2.648 -0.929 0.445
H 2.331 -0.669 2.147
H 4.517 0.601 0.554
H 4.413 0.299 2.261
H 4.840 3.206 -0.975
H 4.195 4.495 -2.961
H 2.098 5.816 -2.955
H 0.638 5.784 -0.955
H 1.244 4.416 0.997
H 5.682 4.709 0.675
H 7.977 5.258 1.317
H 9.080 4.053 3.177
H 7.831 2.295 4.398
H 5.536 1.743 3.755
H 3.738 5.032 3.427
H 2.719 5.807 5.528
H 1.115 4.359 6.735
H 0.504 2.154 5.793
H 1.449 1.427 3.640
*
```

Here are the Löwdin charges for atoms 1 to 99, given in e: Rb 0.811; C -0.103; C -0.184; C -0.200; C -0.134; C -0.303; C -0.558; C -0.055; C -0.046; C -0.054; C -0.532; C -0.045; C -0.051; C -0.085; C -0.529; C -0.059; C -0.049; C -0.074; H 0.089; H 0.083; H 0.077; H 0.072; H 0.082; H 0.074; H 0.064; H 0.079; H 0.080; H 0.081; H 0.068; H 0.051; H 0.079; H 0.075; H 0.045; H 0.089; H 0.076; H 0.082; H 0.078; H 0.083; H 0.058; H 0.055; H 0.080; H 0.066; H 0.075; H 0.084; H 0.074; H 0.069; H 0.077; C -0.023; C -0.251; N 0.066; N -0.015; C -0.926; N 0.105; S 0.617; C -0.220; C -0.019; C -0.064; C -0.052; C -0.124; N 0.109; H 0.082; H 0.089; H 0.070; H 0.135; H 0.067; H 0.084; H 0.098; H 0.106; H 0.105; H 0.089; O -0.119; C -0.663; O -0.235; C -0.160; C -0.229; Ge 0.955; C -0.242; C -0.151; C -0.104; C -0.121; C -0.095; C -0.084; C -0.254; C -0.115; C -0.105; C -0.114; C -0.102; C -0.119; C -0.243; C -0.108; C -0.104; C -0.111; C -0.088; C -0.085; H 0.105; H 0.112; H 0.055; H 0.060; H 0.102

=====

No. 2
2 unconnected molecules or ions with the total composition C2H4N2S2. Source: the Open Molecules 2025 dataset; level of theory: ωB97M-V/def2-TZVPD.

The calculation puts the LUMO energy (spin up / spin down) at -2.932 / -2.933 eV. The frontier orbital gap (spin up / spin down) is 5.3 / 5.3 eV. As for the calculated total energy: -984.28776 Eh. The maximum force comes out at 3.6 eV/Å. As for the energy above the lowest of the compared OMol25 structures with the same formula, charge and spin: 6.1803 eV.

ORCA input file:
```
! wB97M-V def2-TZVPD RIJCOSX def2/J DEFGRID3
* xyz 0 1
C -2.260 -0.431 -0.036
C 1.090 -0.462 -0.420
N -3.291 1.709 -0.205
N -2.679 0.676 0.043
S -1.665 -1.918 0.139
S 0.301 1.044 0.209
H 1.295 -0.179 -1.407
H 0.284 -1.192 -0.316
H 2.057 -0.642 -0.072
H -3.450 2.446 0.424
*
```

Quick look at the Löwdin charges, all values in e: C -0.680; C -0.537; N 0.145; N -0.150; S 0.736; S 0.534; H -0.011; H -0.109; H 0.012; H 0.059

=====

No. 3
A molecular structure, C18H28O3. Source: the Open Molecules 2025 dataset; level of theory: ωB97M-V/def2-TZVPD.

The calculation puts the LUMO energy at 0.430 eV. The frontier orbital gap is 9.0 eV. As for the calculated total energy: -927.79962 Eh. The maximum force comes out at 18.1 eV/Å. As for the energy above the lowest of the compared OMol25 structures with the same formula, charge and spin: 17.0968 eV.

ORCA input file:
```
! wB97M-V def2-TZVPD RIJCOSX def2/J DEFGRID3
* xyz 0 1
C 2.936 4.289 0.580
C 3.914 3.036 0.591
C 3.226 1.907 -0.015
C 3.992 0.534 0.102
H 4.135 0.161 1.030
H 4.850 0.665 -0.290
C 3.202 -0.784 -0.371
C 1.968 -0.940 0.055
O 1.849 -1.331 1.214
O 0.985 -0.744 -0.634
C -0.420 -0.690 -0.163
C -0.869 -1.929 0.391
C -2.074 -2.317 0.733
C -2.996 -1.056 0.573
C -2.625 -0.002 -0.280
C -1.346 0.076 -0.369
H -0.862 0.804 -0.971
C -3.648 1.059 -0.415
C -4.600 0.639 -1.467
H -5.275 -0.213 -0.778
H -4.310 0.123 -2.403
H -5.530 1.407 -1.522
C -4.239 1.767 0.854
H -3.521 2.098 1.625
H -4.936 2.623 0.326
H -4.684 0.892 1.316
C -2.947 2.101 -1.234
H -2.150 2.915 -0.655
H -3.795 3.001 -1.335
H -2.491 1.929 -2.107
O -4.310 -1.198 0.854
H -4.446 -2.174 1.244
H -2.401 -2.977 1.397
H -0.086 -2.932 0.723
C 4.174 -1.949 -0.453
C 3.681 -2.866 -1.189
H 2.709 -3.366 -0.980
H 3.488 -2.791 -2.007
H 4.301 -3.872 -1.158
H 4.216 -2.025 0.689
H 5.268 -1.697 -0.699
H 2.924 -0.355 -1.343
H 2.026 1.611 0.569
H 2.782 1.858 -1.012
H 3.901 2.918 1.570
H 4.854 3.154 0.048
H 3.480 5.043 0.957
H 2.087 3.997 1.080
H 2.669 4.596 -0.647
*
```

Quick look at the Löwdin charges, all values in e: C -0.075; C -0.259; C -0.205; C -0.088; H 0.085; H 0.045; C -0.265; C -0.700; O 0.108; O 0.166; C -0.149; C -0.025; C 0.030; C -0.162; C -0.149; C -0.085; H 0.153; C -0.624; C -0.084; H 0.145; H 0.100; H 0.126; C -0.005; H 0.090; H 0.139; H 0.053; C -0.129; H 0.153; H 0.127; H 0.024; O -0.012; H 0.192; H 0.059; H 0.205; C -0.249; C -0.156; H 0.137; H -0.047; H 0.157; H 0.166; H 0.168; H 0.160; H 0.203; H 0.104; H 0.061; H 0.128; H 0.005; H 0.027; H 0.154

=====

No. 4
A molecular structure, C51H49BrN2O7P2V. Source: the Open Molecules 2025 dataset; level of theory: ωB97M-V/def2-TZVPD.

Its expectation value of S² is 0.762. The calculation puts the LUMO energy (spin up / spin down) at -6.311 / -5.818 eV. The frontier orbital gap (spin up / spin down) is 6.9 / 7.4 eV. As for the calculated total energy: -6809.35105 Eh. The maximum force comes out at 3.4 eV/Å. As for the energy above the lowest of the compared OMol25 structures with the same formula, charge and spin: 0.0015 eV.

ORCA input file:
```
! wB97M-V def2-TZVPD RIJCOSX def2/J DEFGRID3
* xyz 2 2
V -0.053 0.702 -0.396
C 2.957 -3.487 1.127
C 2.515 -3.346 2.583
C 2.884 -1.983 3.168
C 1.037 -3.688 2.751
C 0.753 -5.141 2.376
O -0.413 -5.063 1.521
C -0.756 -3.775 1.383
N 0.032 -2.926 1.929
C -2.144 -3.616 0.835
C -2.911 -4.773 1.094
C -4.268 -4.839 0.879
C -4.927 -3.721 0.411
C -4.200 -2.583 0.136
C -2.806 -2.490 0.297
P -2.297 -0.776 -0.289
C -3.320 0.094 0.966
C -3.078 -0.290 2.285
C -3.812 0.247 3.328
C -4.812 1.176 3.065
C -5.071 1.549 1.758
C -4.328 1.014 0.709
C -3.217 -0.713 -1.872
C -3.635 0.500 -2.418
C -4.325 0.536 -3.623
C -4.578 -0.637 -4.316
C -4.126 -1.848 -3.803
C -3.453 -1.885 -2.593
H 3.896 -2.954 0.966
H 2.192 -3.069 0.467
H 3.117 -4.528 0.831
H 3.037 -4.102 3.177
H 2.521 -1.161 2.550
H 3.972 -1.885 3.225
H 2.491 -1.870 4.185
H 0.775 -3.507 3.794
H 0.508 -5.766 3.227
H 1.558 -5.603 1.814
H -2.417 -5.635 1.509
H -4.808 -5.753 1.101
H -6.000 -3.727 0.255
H -4.739 -1.725 -0.238
H -2.344 -1.061 2.493
H -3.617 -0.069 4.347
H -5.395 1.593 3.878
H -5.865 2.255 1.542
H -4.586 1.297 -0.299
H -3.424 1.431 -1.914
H -4.667 1.487 -4.019
H -5.124 -0.610 -5.253
H -4.302 -2.769 -4.348
H -3.109 -2.840 -2.213
O -2.114 4.025 -5.358
C -1.703 3.305 -4.317
C -1.647 3.773 -3.012
C -1.170 2.942 -2.046
N -0.769 1.651 -2.225
C -0.902 1.205 -3.512
Br -0.607 -0.572 -4.046
C -1.321 1.996 -4.553
H -2.384 4.912 -5.102
H -1.944 4.782 -2.754
H -1.106 3.326 -1.045
H -1.384 1.590 -5.552
O -1.922 2.831 2.210
C -0.998 2.884 1.482
O -0.809 1.893 0.506
C 0.031 3.948 1.505
C -0.275 5.041 2.317
C 0.614 6.087 2.447
C 1.833 6.037 1.780
C 2.151 4.945 0.992
C 1.254 3.884 0.822
P 1.858 2.481 -0.219
C 3.479 2.264 0.579
C 3.489 2.019 1.949
C 4.690 1.840 2.619
C 5.889 1.909 1.920
C 5.881 2.160 0.555
C 4.678 2.329 -0.120
C 2.189 3.293 -1.834
C 1.803 4.605 -2.102
C 2.030 5.172 -3.351
C 2.627 4.433 -4.361
C 3.016 3.124 -4.111
C 2.800 2.558 -2.862
H -1.221 5.043 2.842
H 0.368 6.936 3.077
H 2.543 6.851 1.881
H 3.115 4.910 0.498
H 2.560 1.984 2.507
H 4.692 1.658 3.688
H 6.829 1.771 2.442
H 6.815 2.227 0.009
H 4.688 2.521 -1.185
H 1.336 5.208 -1.336
H 1.743 6.203 -3.530
H 2.799 4.878 -5.336
H 3.507 2.544 -4.887
H 3.144 1.551 -2.676
C 0.513 0.305 2.714
O 0.472 -0.214 1.364
H 1.372 -0.113 3.232
H -0.394 0.071 3.257
H 0.624 1.383 2.687
H 0.365 -1.263 1.372
C 2.535 -1.480 -2.799
C 2.269 -0.612 -1.619
O 3.149 -0.059 -1.042
O 0.950 -0.401 -1.225
H 3.556 -1.836 -2.728
H 2.440 -0.875 -3.703
H 1.839 -2.313 -2.873
*
```

Here are the Löwdin charges for atoms 1 to 99, given in e: V 0.843; C -0.047; C -0.371; C -0.060; C -0.246; C -0.051; O -0.005; C -0.296; N 0.152; C -0.084; C 0.000; C -0.034; C -0.031; C -0.113; C -0.254; P 1.163; C -0.368; C -0.110; C -0.055; C -0.058; C -0.056; C -0.075; C -0.397; C -0.137; C -0.063; C -0.053; C -0.062; C -0.128; H 0.088; H 0.071; H 0.082; H 0.149; H 0.043; H 0.093; H 0.093; H 0.150; H 0.139; H 0.122; H 0.123; H 0.123; H 0.124; H 0.110; H 0.098; H 0.117; H 0.116; H 0.115; H 0.087; H 0.089; H 0.117; H 0.118; H 0.119; H 0.115; O 0.140; C -0.290; C 0.034; C -0.118; N -0.018; C -0.656; Br 0.972; C -0.051; H 0.135; H 0.140; H 0.106; H 0.125; O 0.197; C -0.452; O -0.296; C -0.138; C 0.012; C -0.027; C -0.024; C -0.081; C -0.268; P 1.173; C -0.361; C -0.088; C -0.056; C -0.055; C -0.047; C -0.075; C -0.327; C -0.089; C -0.059; C -0.057; C -0.052; C -0.095; H 0.131; H 0.124; H 0.124; H 0.124; H 0.089; H 0.115; H 0.116; H 0.117; H 0.101; H 0.100; H 0.116; H 0.117; H 0.117

=====

No. 5
A single C5H6N2O molecule. Source: the Open Molecules 2025 dataset; level of theory: ωB97M-V/def2-TZVPD.

Its structure (SMILES) is C=c1[nH]nc(O)c1=C. The calculation puts the LUMO energy at 0.100 eV. The frontier orbital gap is 8.4 eV. As for the calculated total energy: -378.74557 Eh. The maximum force comes out at 5.4 eV/Å. As for the energy above the lowest of the compared OMol25 structures with the same formula, charge and spin: 3.4115 eV.

ORCA input file:
```
! wB97M-V def2-TZVPD RIJCOSX def2/J DEFGRID3
* xyz 0 1
C -1.844 -0.791 0.704
C -0.664 -0.156 0.646
N 0.035 0.428 1.689
N 0.527 1.480 0.864
C 1.109 0.874 -0.166
O 2.094 1.413 -0.875
C 0.397 -0.317 -0.519
C 0.352 -1.000 -1.662
H -2.278 -1.274 -0.162
H -2.321 -0.988 1.656
H -0.513 0.727 2.492
H 2.433 2.176 -0.379
H 0.909 -0.666 -2.532
H -0.235 -1.906 -1.754
*
```

Quick look at the Löwdin charges, all values in e: C 0.060; C -0.336; N -0.004; N 0.097; C -0.389; O 0.114; C -0.150; C 0.103; H 0.051; H 0.054; H 0.131; H 0.127; H 0.074; H 0.068

=====

No. 6
A single C11H10Cl2N2O2S2 molecule. Source: the Open Molecules 2025 dataset; level of theory: ωB97M-V/def2-TZVPD.

Its structure (SMILES) is S=c1[nH]nc(CSCCOc2ccc(Cl)cc2Cl)o1. The calculation puts the LUMO energy at 0.444 eV. The frontier orbital gap is 9.0 eV. As for the calculated total energy: -2401.90530 Eh. The maximum force comes out at 1.3 eV/Å.

ORCA input file:
```
! wB97M-V def2-TZVPD RIJCOSX def2/J DEFGRID3
* xyz 0 1
S -5.969 -2.015 -0.540
C -4.541 -1.255 -0.591
N -4.256 -0.028 -1.119
N -2.942 0.263 -0.973
C -2.439 -0.756 -0.370
C -1.049 -0.909 0.082
S -0.834 -0.010 1.670
C -0.915 1.717 1.082
C 0.449 2.332 0.771
O 1.086 1.715 -0.325
C 1.917 0.654 -0.153
C 2.400 0.162 1.055
C 3.264 -0.919 1.088
C 3.658 -1.527 -0.090
Cl 4.732 -2.876 -0.051
C 3.189 -1.064 -1.311
C 2.326 0.014 -1.333
Cl 1.714 0.592 -2.840
O -3.358 -1.718 -0.106
H -4.891 0.596 -1.585
H -0.350 -0.504 -0.646
H -0.829 -1.952 0.299
H -1.554 1.718 0.198
H -1.391 2.285 1.880
H 0.290 3.369 0.456
H 1.083 2.334 1.661
H 2.098 0.602 1.991
H 3.625 -1.286 2.035
H 3.487 -1.536 -2.233
*
```

Quick look at the Löwdin charges, all values in e: S 0.659; C -0.902; N 0.036; N 0.127; C -0.411; C -0.339; S 0.913; C -0.412; C -0.235; O -0.090; C -0.328; C -0.037; C -0.095; C -0.683; Cl 0.678; C -0.125; C -0.593; Cl 0.733; O 0.068; H 0.156; H 0.075; H 0.098; H 0.063; H 0.080; H 0.134; H 0.115; H 0.098; H 0.109; H 0.107

=====

Please write out number 6 again, unchanged.
A single C11H10Cl2N2O2S2 molecule. Source: the Open Molecules 2025 dataset; level of theory: ωB97M-V/def2-TZVPD.

Its structure (SMILES) is S=c1[nH]nc(CSCCOc2ccc(Cl)cc2Cl)o1. The calculation puts the LUMO energy at 0.444 eV. The frontier orbital gap is 9.0 eV. As for the calculated total energy: -2401.90530 Eh. The maximum force comes out at 1.3 eV/Å.

ORCA input file:
```
! wB97M-V def2-TZVPD RIJCOSX def2/J DEFGRID3
* xyz 0 1
S -5.969 -2.015 -0.540
C -4.541 -1.255 -0.591
N -4.256 -0.028 -1.119
N -2.942 0.263 -0.973
C -2.439 -0.756 -0.370
C -1.049 -0.909 0.082
S -0.834 -0.010 1.670
C -0.915 1.717 1.082
C 0.449 2.332 0.771
O 1.086 1.715 -0.325
C 1.917 0.654 -0.153
C 2.400 0.162 1.055
C 3.264 -0.919 1.088
C 3.658 -1.527 -0.090
Cl 4.732 -2.876 -0.051
C 3.189 -1.064 -1.311
C 2.326 0.014 -1.333
Cl 1.714 0.592 -2.840
O -3.358 -1.718 -0.106
H -4.891 0.596 -1.585
H -0.350 -0.504 -0.646
H -0.829 -1.952 0.299
H -1.554 1.718 0.198
H -1.391 2.285 1.880
H 0.290 3.369 0.456
H 1.083 2.334 1.661
H 2.098 0.602 1.991
H 3.625 -1.286 2.035
H 3.487 -1.536 -2.233
*
```

Quick look at the Löwdin charges, all values in e: S 0.659; C -0.902; N 0.036; N 0.127; C -0.411; C -0.339; S 0.913; C -0.412; C -0.235; O -0.090; C -0.328; C -0.037; C -0.095; C -0.683; Cl 0.678; C -0.125; C -0.593; Cl 0.733; O 0.068; H 0.156; H 0.075; H 0.098; H 0.063; H 0.080; H 0.134; H 0.115; H 0.098; H 0.109; H 0.107

=====

> The highest calculated total energy belongs to which entry?

C5H6N2O

=====

> Which of these has the lowest maximum force?

C46H58GeN4O2RbS